No. 1
Here is a molecular structure, C25H12F15GeN2O6P2RhS2 from OMol25. Energies are from wB97M-V/def2-TZVPD.

Output
orbital gap (alpha / beta)	0.2779 / 0.2779	hartree
max |F|	1.0	eV Å⁻¹
LUMO (alpha / beta)	-0.91 / -0.91	eV
energy above the lowest of the compared OMol25 structures with the same formula, charge and spin	0.0	kcal per mole
E	-6685.593821	a.u.

Geometry as XYZ:
```
66
C25H12F15GeN2O6P2RhS2 (wB97M-V/def2-TZVPD)
Rh -0.906 0.062 -0.371
N 2.136 -1.854 -3.682
C 1.508 -1.756 -2.305
C 2.339 -2.579 -1.323
P -0.200 -2.442 -2.412
O -0.582 -1.789 -3.857
O -0.092 -3.907 -2.511
O -1.049 -1.802 -1.342
P 1.634 0.024 -1.855
O 0.265 0.655 -2.506
O 2.813 0.539 -2.594
O 1.376 0.078 -0.372
H 2.537 -2.779 -3.838
H 2.854 -1.110 -3.722
H 1.417 -1.681 -4.392
H 2.343 -3.628 -1.623
H 1.888 -2.510 -0.333
H 3.360 -2.198 -1.250
H -1.526 -1.632 -3.966
H 0.413 1.412 -3.083
S -3.009 0.947 0.086
C -1.993 2.274 0.627
C -2.289 3.516 1.167
C -1.225 4.331 1.516
C 0.087 3.902 1.332
C 0.311 2.648 0.796
N -0.722 1.884 0.451
H -3.318 3.815 1.306
H -1.415 5.307 1.941
H 0.925 4.523 1.610
H 1.291 2.219 0.641
F -2.886 -3.871 -0.803
C -1.995 -4.779 -0.374
C -1.268 -4.544 0.782
C -0.368 -5.534 1.145
F 0.323 -5.454 2.290
C -0.169 -6.669 0.382
F 0.712 -7.597 0.764
C -0.904 -6.855 -0.774
F -0.709 -7.938 -1.520
C -1.835 -5.908 -1.150
F -2.531 -6.064 -2.275
Ge -1.767 -2.971 1.867
S -0.916 -0.946 1.639
C -3.714 -3.305 1.932
C -4.144 -4.430 2.616
F -3.244 -5.197 3.253
C -5.468 -4.818 2.665
F -5.844 -5.899 3.348
C -6.411 -4.067 1.983
F -7.691 -4.422 2.013
C -6.014 -2.960 1.255
F -6.916 -2.260 0.567
C -4.676 -2.606 1.231
F -4.329 -1.581 0.453
C -1.016 -3.078 3.694
C -1.777 -3.012 4.851
F -3.112 -2.928 4.788
C -1.213 -2.999 6.114
F -1.980 -2.945 7.202
C 0.164 -3.027 6.242
F 0.722 -3.011 7.448
C 0.959 -3.055 5.110
F 2.286 -3.062 5.232
C 0.362 -3.068 3.863
F 1.173 -3.067 2.801
```



No. 2
Here is a single C8H16 molecule from OMol25. Energies are from wB97M-V/def2-TZVPD.

Output
orbital gap	0.3810	hartree
structure (SMILES)	C/C=C/CCCCC
max |F|	1.3	eV Å⁻¹
LUMO	1.18	eV
energy above the lowest of the compared OMol25 structures with the same formula, charge and spin	7.1	kcal per mole
E	-314.383218	a.u.

Geometry as XYZ:
```
24
C8H16 (wB97M-V/def2-TZVPD)
C -0.774 3.680 0.105
C -0.111 2.352 0.431
C 0.381 1.553 -0.487
C 1.164 0.280 -0.214
C 0.638 -0.528 0.970
C -0.698 -1.234 0.712
C -0.787 -2.053 -0.578
C 0.418 -2.988 -0.758
H -1.688 3.521 -0.462
H -1.081 4.190 1.008
H -0.135 4.309 -0.513
H -0.025 2.147 1.495
H 0.355 1.798 -1.545
H 1.082 -0.330 -1.110
H 2.205 0.538 -0.010
H 1.387 -1.247 1.303
H 0.521 0.118 1.839
H -0.959 -1.892 1.533
H -1.436 -0.440 0.660
H -1.653 -2.711 -0.428
H -0.990 -1.455 -1.463
H 0.455 -3.435 -1.755
H 1.352 -2.423 -0.745
H 0.379 -3.753 0.008
```